# 1
A gas-phase ion, C27H43BFI2NO6P (charge +1) in a non-equilibrium geometry, computed with wB97M-V/def2-TZVPD.

The value obtained for the molar mass is 792.234 u. Its structure (SMILES) is CCOCc1cc2c(B(O)OCC)cc(F)c(C[C@H](C)I)c2c(C[C@H](C)I)[n+]1CCCP(=O)(OCC)OCC. As for the spin multiplicity: 1. For the HOMO energy, the calculation gives -0.4276 Ha. Its net charge is +1. The calculation puts the electronic energy at -71348.9072 eV.

Structure (XYZ):
```
82
C27H43BFI2NO6P | OMol25 | wB97M-V/def2-TZVPD
C 1.104 -3.567 2.255
C 1.326 -2.802 0.869
O 0.332 -3.196 -0.112
C 0.350 -2.243 -1.204
C -0.555 -1.023 -0.759
C -1.766 -1.450 -0.044
C -2.698 -0.417 0.483
C -3.902 -0.875 1.219
B -4.321 -2.411 1.519
O -4.001 -2.926 2.808
O -4.992 -3.120 0.524
C -4.903 -4.562 0.690
C -6.229 -5.069 1.409
C -4.817 0.151 1.728
C -4.449 1.577 1.516
F -5.371 2.471 2.054
C -3.242 2.057 0.806
C -3.109 3.602 0.800
C -3.701 4.340 -0.497
C -3.952 3.394 -1.739
I -2.568 6.159 -0.996
C -2.324 1.021 0.220
C -1.098 1.394 -0.579
C -0.633 2.793 -1.002
C -0.802 3.137 -2.580
C -1.289 1.944 -3.483
I 0.986 4.141 -3.375
N -0.266 0.349 -1.013
C 1.005 0.534 -1.756
C 2.198 0.401 -0.674
C 3.244 1.602 -0.927
P 4.936 1.092 -0.251
O 5.840 0.854 -1.425
O 5.570 2.405 0.595
C 5.990 2.056 1.941
C 7.349 1.232 1.983
O 4.769 -0.243 0.741
C 5.689 -1.313 0.392
C 5.255 -2.172 -0.860
H 1.878 -4.387 2.310
H 1.224 -2.831 3.096
H 0.062 -3.987 2.334
H 2.363 -3.053 0.484
H 1.315 -1.695 1.078
H 1.426 -2.012 -1.392
H -0.182 -2.746 -2.059
H -1.984 -2.539 0.110
H -3.125 -3.363 2.797
H -4.941 -4.995 -0.356
H -3.968 -4.903 1.210
H -6.132 -5.086 2.533
H -6.546 -6.068 0.997
H -7.035 -4.328 1.134
H -5.755 -0.144 2.266
H -2.091 3.992 1.107
H -3.747 4.025 1.642
H -4.722 4.747 -0.229
H -5.020 3.032 -1.765
H -3.825 4.033 -2.668
H -3.230 2.548 -1.848
H 0.494 2.834 -0.850
H -0.991 3.703 -0.483
H -1.588 3.942 -2.684
H -1.698 2.411 -4.435
H -2.132 1.331 -3.067
H -0.460 1.264 -3.850
H 1.163 1.538 -2.219
H 1.139 -0.192 -2.613
H 2.799 -0.541 -0.819
H 1.769 0.418 0.363
H 3.362 1.687 -2.049
H 2.853 2.538 -0.450
H 5.175 1.542 2.529
H 6.192 3.026 2.477
H 7.886 1.228 0.992
H 8.031 1.708 2.744
H 7.194 0.162 2.287
H 6.722 -0.908 0.209
H 5.766 -1.990 1.296
H 4.744 -1.570 -1.659
H 6.132 -2.733 -1.281
H 4.524 -2.955 -0.494
```



# 2
A molecular structure, C27H43BrN2O2P2Pt in a non-equilibrium geometry, computed with wB97M-V/def2-TZVPD.

The value obtained for the molar mass is 764.583 u. As for the spin multiplicity: 3. The calculation puts the energy above the lowest of the compared OMol25 structures with the same formula, charge and spin at 0.000 eV. For the HOMO energy (spin up / spin down), the calculation gives -0.4746 / -0.4747 Ha. Its net charge is +2. Its expectation value of S² is 2.05. The calculation puts the electronic energy at -127618.7483 eV.

Structure (XYZ):
```
78
C27H43BrN2O2P2Pt | OMol25 | wB97M-V/def2-TZVPD
C -0.830 -6.811 -3.971
C -0.755 -5.447 -4.321
C -0.920 -5.070 -5.677
C -1.094 -6.092 -6.631
N -1.150 -7.363 -6.242
C -1.005 -7.758 -4.977
C -0.467 -4.406 -3.372
C -0.216 -3.660 -2.454
C 0.163 -3.025 -1.293
C -0.718 -3.022 -0.203
C -0.435 -2.139 0.853
C 0.622 -1.201 0.643
C 1.643 -1.473 -0.258
C 1.384 -2.342 -1.314
Pt 0.481 0.773 0.679
P -1.485 1.402 1.664
H -0.927 -4.024 -5.974
H -0.762 -7.138 -2.905
H -1.196 -5.836 -7.696
H -1.039 -8.843 -4.744
H 2.049 -2.446 -2.185
H -1.605 -3.661 -0.244
H 2.584 -0.934 -0.174
H -1.012 -2.101 1.764
C -1.650 3.015 2.605
C -2.847 3.861 2.203
H -0.702 3.564 2.487
H -1.694 2.748 3.673
H -2.912 4.744 2.843
H -2.777 4.214 1.174
H -3.785 3.308 2.315
C -2.399 1.476 0.051
C -3.433 0.396 -0.227
H -1.592 1.382 -0.701
H -2.805 2.488 -0.068
H -3.805 0.536 -1.250
H -2.994 -0.608 -0.174
H -4.282 0.452 0.461
C -2.398 0.225 2.739
C -3.704 0.767 3.330
H -1.679 -0.093 3.513
H -2.595 -0.661 2.119
H -4.237 -0.049 3.834
H -3.532 1.557 4.069
H -4.377 1.153 2.552
Br 1.321 2.115 3.183
P 2.075 2.757 -1.162
C 0.553 3.512 -0.543
C 0.257 4.894 -1.114
H 0.655 3.536 0.548
H -0.234 2.785 -0.795
H -0.786 5.156 -0.939
H 0.866 5.666 -0.648
H 0.445 4.940 -2.193
C 3.097 2.281 0.252
C 4.428 3.023 0.157
H 3.205 1.189 0.250
H 2.549 2.560 1.168
H 4.966 2.974 1.101
H 5.065 2.613 -0.617
H 4.267 4.083 -0.089
C 1.679 1.359 -2.225
C 1.539 1.688 -3.719
H 0.741 0.947 -1.803
H 2.472 0.623 -2.048
H 1.530 0.758 -4.295
H 0.613 2.216 -3.959
H 2.376 2.304 -4.068
N 3.217 0.035 4.763
C 2.148 -0.963 4.985
C 1.287 -1.032 3.728
O 0.097 -1.338 3.832
O 1.963 -0.735 2.684
H 3.864 -0.333 4.077
H 3.685 0.244 5.634
H 2.794 0.921 4.371
H 2.589 -1.938 5.123
H 1.567 -0.698 5.845
```



# 3
A molecular structure, C27H43EuN7PSeTe in a non-equilibrium geometry, computed with wB97M-V/def2-TZVPD.

The value obtained for the molar mass is 855.188 u. As for the spin multiplicity: 8. For the HOMO energy (spin up / spin down), the calculation gives -0.3141 / -0.3228 Ha. Its net charge is +1. Its expectation value of S² is 15.76. The calculation puts the electronic energy at -140370.5999 eV.

Structure (XYZ):
```
81
C27H43EuN7PSeTe | OMol25 | wB97M-V/def2-TZVPD
Eu 0.015 -0.589 0.134
N -0.801 1.185 1.546
C -1.648 1.019 2.691
C -1.055 -0.098 3.585
C -1.768 -1.474 3.668
C -1.942 -2.371 2.423
N -0.807 -2.375 1.557
H 0.208 1.913 1.644
H -1.075 2.086 0.516
H -2.665 0.760 2.382
H -1.694 1.961 3.246
H -1.043 0.298 4.610
H 0.003 -0.268 3.344
H -2.762 -1.314 4.105
H -1.210 -2.062 4.410
H -2.804 -2.003 1.855
H -2.186 -3.391 2.738
H -0.820 -3.319 0.427
H 0.174 -3.021 1.760
C -2.407 3.797 -2.387
N -0.994 3.626 -2.668
C -0.800 3.104 -4.007
N -1.500 1.843 -4.159
C -2.915 2.009 -3.882
N -3.104 2.534 -2.542
C -2.784 1.575 -1.504
P -1.025 1.212 -1.667
C -0.299 2.862 -1.651
C -0.895 0.761 -3.408
H -2.836 4.546 -3.067
H -2.566 4.218 -1.385
H 0.267 2.997 -4.242
H -1.169 3.828 -4.747
H -3.461 1.066 -4.020
H -3.362 2.692 -4.617
H -3.393 0.670 -1.612
H -3.021 1.983 -0.515
H 0.777 2.830 -1.860
H -0.403 3.339 -0.670
H -1.405 -0.187 -3.618
H 0.148 0.618 -3.710
C 0.469 -4.618 -3.597
N -0.982 -4.460 -3.604
C -1.858 -5.160 -4.355
C -3.132 -4.710 -4.069
N -3.040 -3.734 -3.143
C -4.151 -2.986 -2.561
C -1.723 -3.598 -2.875
Se -1.061 -2.451 -1.728
H 0.779 -5.413 -4.309
H 0.810 -4.900 -2.579
H 0.951 -3.664 -3.896
H -1.593 -5.939 -5.057
H -4.055 -5.070 -4.505
H -5.118 -3.330 -2.987
H -4.029 -1.904 -2.779
H -4.170 -3.140 -1.462
Te 2.327 -0.589 2.138
C 3.925 -0.584 3.523
C 5.235 -0.805 3.081
C 6.292 -0.798 3.997
C 6.040 -0.569 5.354
C 4.731 -0.347 5.796
C 3.673 -0.353 4.880
C 2.663 1.479 1.820
C 2.064 2.424 2.661
C 2.299 3.789 2.460
C 3.132 4.210 1.417
C 3.731 3.265 0.576
C 3.498 1.900 0.777
H 5.433 -0.981 2.031
H 7.305 -0.969 3.657
H 6.858 -0.563 6.063
H 4.537 -0.169 6.846
H 2.661 -0.179 5.224
H 1.422 2.102 3.472
H 1.837 4.520 3.112
H 3.315 5.266 1.262
H 4.377 3.591 -0.230
H 3.966 1.172 0.127
H 1.607 -0.589 -1.247
```